No. 1
# C4H9NO4

A cluster of 3 separate species, C4H9NO4 in total (ωB97M-V/def2-TZVPD, OMol25).

Values from the calculation:
E_HOMO: -6.8 eV
lowest unoccupied orbital energy: 0.5 eV
frontier orbital gap: 7.3 eV

```
18
Properties=species:S:1:pos:R:3:forces:R:3
O -0.6110 1.9610 -1.6021 -0.144 0.306 -0.045
O -0.4725 -1.7776 -0.9998 -0.152 0.626 0.577
O -1.8931 1.6389 0.2089 -0.219 0.345 -0.028
O 0.5924 0.6964 1.4823 -0.160 -0.088 -0.163
N -1.4299 -1.1450 0.9387 0.712 0.006 -0.487
C 1.7590 0.1496 -0.6808 -0.265 0.162 -0.126
C -0.4411 -0.9681 0.0626 -0.738 0.322 -0.303
C -0.8049 1.3528 -0.5782 -0.238 -0.197 -0.272
C 0.6573 -0.0849 0.3252 1.024 -2.883 1.190
H -1.5121 -0.4732 1.6898 -0.045 -0.020 -0.220
H -2.2099 -1.7246 0.6746 0.050 0.111 0.064
H -2.3645 2.3970 -0.1887 0.074 -0.055 -0.040
H 0.2464 -1.5699 -1.6133 -0.011 0.108 0.113
H 1.4790 0.9160 -1.4022 -0.057 0.057 0.022
H 2.0262 -0.7705 -1.2102 0.013 0.025 0.109
H 1.1348 -1.3525 0.9178 0.338 1.145 -0.194
H 1.1968 0.2765 2.1179 -0.138 0.098 -0.187
H 2.6470 0.4783 -0.1425 -0.045 -0.068 -0.009
```
Positions in Å, forces in eV/Å.


No. 2
# C4H9NO4

A structure of composition C4H9NO4 (ωB97M-V/def2-TZVPD, OMol25).

Values from the calculation:
E_HOMO: -9.3 eV
lowest unoccupied orbital energy: -0.1 eV
frontier orbital gap: 9.2 eV

```
18
Properties=species:S:1:pos:R:3:forces:R:3
O 1.8210 -0.4980 -0.2988 -0.311 0.267 -0.118
O 0.0596 1.1875 -0.5147 0.830 -0.731 -1.032
O -0.0287 -1.9546 0.8492 -0.105 0.165 0.017
O 1.0850 2.1919 -0.4747 -0.527 -0.128 0.546
N 0.6992 -0.5017 -2.2901 -0.065 0.145 -0.069
C -1.1754 0.1366 0.4975 0.282 0.102 0.420
C -0.6303 -1.0733 -0.0389 0.565 0.418 -0.311
C -0.9390 0.5386 1.9053 -0.031 -0.014 -0.003
C 0.7818 -0.2873 -0.9301 -0.688 -0.436 0.686
H -1.0887 1.6078 2.0451 -0.024 -0.041 -0.010
H 0.0632 0.2528 2.2215 -0.043 -0.006 -0.023
H -1.2353 -1.5753 -0.7904 0.045 0.037 0.001
H -1.6473 -0.0056 2.5394 0.022 0.010 -0.022
H 0.9306 -1.7666 0.8126 -0.026 0.063 -0.095
H -0.0437 -0.0294 -2.7801 0.064 0.000 0.021
H -2.0198 0.5776 -0.0210 0.132 0.066 -0.008
H 1.7786 1.7289 0.0341 -0.077 -0.035 -0.070
H 1.5894 -0.5300 -2.7657 -0.043 0.117 0.070
```
Positions in Å, forces in eV/Å.


No. 3
# C4H9NOS

The ion C4H9NOS with charge -2 (ωB97M-V/def2-TZVPD, OMol25).

Values from the calculation:
E_HOMO: 0.1 eV
total charge: -2
lowest unoccupied orbital energy: 5.9 eV
frontier orbital gap: 5.9 eV

```
16
Properties=species:S:1:pos:R:3:forces:R:3
S 1.3339 -0.8357 3.7078 -0.340 0.135 -0.203
O 0.1955 1.4406 -3.4076 0.411 0.066 -0.336
N 0.1921 -0.0085 -1.4558 0.263 0.015 -0.739
C -0.3110 -0.0578 -0.1248 -0.584 -0.643 0.821
C -0.5420 0.8984 -2.4771 -0.118 -1.089 0.860
C 0.6644 -0.5251 0.9730 0.866 0.176 -1.787
C 0.0877 -0.5546 2.3601 -0.066 0.343 0.797
H -0.7001 -1.2919 2.4773 -0.005 -0.608 -0.309
H -1.1439 -0.7979 -0.1005 -0.117 0.431 0.108
H -0.4993 0.3716 2.5132 0.589 0.080 0.069
H 1.1960 0.0100 -1.5698 -0.047 0.521 0.140
H -1.0769 1.6288 -1.8034 -0.160 0.022 -0.074
H -1.3227 0.1474 -2.8437 -0.082 0.568 -0.073
H 1.5400 0.1372 0.8892 -0.192 0.211 0.542
H -0.7259 0.9051 0.2379 -0.057 0.035 -0.297
H 1.1125 -1.4677 0.6241 -0.360 -0.264 0.481
```
Positions in Å, forces in eV/Å.


No. 4
# C4H9NOS

The molecule C4H9NOS (ωB97M-V/def2-TZVPD, OMol25).

Values from the calculation:
E_HOMO: -8.7 eV
lowest unoccupied orbital energy: 0.7 eV
frontier orbital gap: 9.4 eV

```
16
Properties=species:S:1:pos:R:3:forces:R:3
S 2.1498 -0.5033 0.0126 -0.792 0.332 0.430
O -0.6809 1.8141 0.1599 -1.350 -0.588 -0.332
N -1.0788 -1.8413 -0.0926 0.849 -0.127 0.128
C 0.8074 0.0861 1.1555 0.361 0.261 1.332
C -1.2571 -0.4107 -0.2058 -1.106 0.669 -2.146
C -0.0991 0.5707 -0.0236 0.979 -1.933 0.844
C 1.0574 0.4988 -1.0722 0.439 0.485 0.743
H -1.0434 -2.1907 0.8623 0.144 0.248 -0.197
H 1.5295 1.4676 -1.1881 -0.062 0.405 0.073
H -2.1157 -0.0026 0.3607 0.487 -0.555 0.043
H 0.9518 0.1249 -2.0660 -0.663 -0.560 -0.593
H -0.1940 -2.0857 -0.5634 -0.653 -0.121 0.462
H -1.5424 -0.2777 -1.2785 -0.150 0.167 0.609
H -0.0262 2.4657 0.3033 1.158 1.071 0.185
H 1.0623 1.0117 1.7432 0.254 -1.001 -0.365
H 0.4793 -0.7277 1.8927 0.106 1.248 -1.215
```
Positions in Å, forces in eV/Å.


No. 5
# C4H9NOS

The molecule C4H9NOS (ωB97M-V/def2-TZVPD, OMol25).

Values from the calculation:
E_HOMO: -9.3 eV
lowest unoccupied orbital energy: 0.9 eV
frontier orbital gap: 10.2 eV

```
16
Properties=species:S:1:pos:R:3:forces:R:3
S -2.3279 0.6783 -0.6879 -0.216 -0.075 0.061
O 0.9060 -0.0403 2.3495 -0.333 -0.323 -0.155
N 2.1696 -1.5732 -0.2601 -1.054 0.564 0.051
C 0.3748 -0.0509 -1.0639 -0.180 -0.722 0.540
C 1.4004 -0.3562 0.0321 -0.641 -0.584 0.537
C 0.6405 -0.6385 1.3338 0.834 0.696 0.074
C -0.5893 1.0839 -0.6550 2.000 0.852 -0.756
H 2.7015 -1.4317 -1.1021 0.467 -0.223 0.029
H -0.1643 -0.9784 -1.2585 -0.163 -0.047 0.080
H 2.7256 -1.8058 0.5470 0.544 -0.078 -0.244
H -2.6002 1.0601 0.5573 -0.111 0.033 0.182
H -0.1328 -1.4145 1.3056 -0.194 -0.240 -0.066
H -0.2067 1.5022 0.2746 -0.681 -0.268 0.524
H 0.9062 0.1481 -1.9771 0.205 0.386 -0.507
H -0.3494 1.9332 -1.3081 -0.603 -0.171 -0.245
H 2.0164 0.5153 0.2554 0.126 0.199 -0.106
```
Positions in Å, forces in eV/Å.


No. 6
# C4H9NOS

The molecule C4H9NOS (ωB97M-V/def2-TZVPD, OMol25).

Values from the calculation:
E_HOMO: -9.1 eV
lowest unoccupied orbital energy: 0.8 eV
frontier orbital gap: 9.9 eV

```
16
Properties=species:S:1:pos:R:3:forces:R:3
S -0.2624 3.2955 -0.6999 -0.380 0.771 -0.184
O 2.0765 -0.2950 0.4797 0.383 -0.198 -0.673
N 0.3542 -1.7730 0.3390 -0.128 0.080 -0.427
C 0.7419 1.8410 -0.7315 0.213 -1.946 -0.065
C -0.0325 0.5932 -0.2391 0.763 0.333 -0.055
C -0.9408 -1.9818 0.9445 -0.858 0.283 -1.317
C 0.9217 -0.5238 0.1951 -0.406 0.271 1.074
H -1.6872 -1.3209 0.4838 0.253 0.234 0.247
H -0.6446 0.1885 -1.0457 -0.348 0.190 0.146
H -1.3084 2.8446 -1.4249 0.266 -0.022 0.092
H -1.3221 -2.9475 0.6139 0.208 -0.284 0.606
H -0.6393 0.9369 0.5985 -0.246 -0.392 0.046
H 1.1491 1.5647 -1.7068 -0.035 0.534 -0.122
H 1.6100 1.9769 -0.0865 -0.163 0.274 0.090
H -0.9665 -1.8224 2.0214 0.075 -0.295 0.076
H 0.9503 -2.5771 0.2585 0.403 0.166 0.469
```
Positions in Å, forces in eV/Å.


No. 7
# C4H9NOS2

A cluster of 2 separate species, C4H9NOS2 in total (ωB97M-V/def2-TZVPD, OMol25).

Values from the calculation:
E_HOMO (alpha / beta): -8.9 / -6.7 eV
lowest unoccupied orbital energy (alpha / beta): 0.6 / -1.6 eV
frontier orbital gap (alpha / beta): 9.4 / 5.1 eV

```
17
Properties=species:S:1:pos:R:3:forces:R:3
S -0.2051 -0.8883 0.4459 -1.505 1.415 0.416
S 2.8123 0.4608 0.8160 -0.209 -0.088 -0.076
O 0.2573 -1.8745 -0.5129 0.702 -1.211 -0.972
N -2.5699 0.1845 0.7120 -0.822 0.944 0.045
C 3.4743 -0.5705 -0.5028 0.203 0.199 0.446
C -0.5724 0.6813 -0.4898 0.024 -0.292 0.464
C -2.0215 -1.0300 0.6318 1.370 -0.710 -0.025
C -1.7821 1.2875 0.1933 -0.069 0.482 0.007
H -1.4727 1.9354 1.0215 -0.013 0.004 -0.102
H 2.6718 -1.1950 -0.8927 -0.082 -0.022 -0.053
H 0.3064 1.3171 -0.4489 0.032 0.030 0.010
H -2.4815 -1.8479 1.1577 0.053 -0.200 0.108
H 4.2695 -1.1895 -0.0976 0.007 -0.149 -0.140
H 3.8657 0.0715 -1.2890 -0.072 -0.034 -0.142
H -2.3914 1.8805 -0.4965 0.170 0.018 0.047
H -0.7737 0.3806 -1.5161 0.006 -0.199 0.024
H -3.3870 0.3966 1.2681 0.203 -0.187 -0.056
```
Positions in Å, forces in eV/Å.


No. 8
# C4H9NS

The molecule C4H9NS (ωB97M-V/def2-TZVPD, OMol25).

Values from the calculation:
E_HOMO: -9.2 eV
lowest unoccupied orbital energy: 0.9 eV
frontier orbital gap: 10.1 eV

```
15
Properties=species:S:1:pos:R:3:forces:R:3
S 2.1439 -0.2487 -1.6467 -0.524 -0.033 1.638
N -1.5789 -0.2385 0.5736 -1.305 1.397 1.218
C 0.9193 -0.7440 -0.3146 -1.232 -1.834 0.389
C -0.2934 0.1602 -0.0740 0.989 2.172 2.280
C -1.6184 0.0744 2.0695 1.256 0.801 -1.882
C -2.3439 1.1045 1.0608 10.376 -2.318 2.077
H 1.2443 -1.1975 0.6285 1.167 1.018 0.102
H 0.0588 0.9988 0.5732 0.386 -0.249 -0.125
H 3.0775 0.4245 -0.9050 -0.667 -0.337 -0.205
H -1.6482 2.0144 1.0409 -1.825 -1.093 -0.595
H -3.3001 1.0385 0.9316 -5.422 0.037 -0.634
H -0.4378 0.7072 -0.9561 -1.016 0.296 -1.627
H -2.2529 -0.4709 2.8285 0.924 0.151 -1.395
H -0.4700 0.2578 2.3616 -2.991 0.225 0.020
H 0.4967 -1.6946 -0.6210 -0.117 -0.235 -1.262
```
Positions in Å, forces in eV/Å.


Taking the records one at a time from the top gives ΔE to the lowest compared entry with this formula, charge and spin values of 119.6 142.9 7.1 41.9 36.0 19.5 98.7 90.0 kcal per mole.
Taking the records one at a time from the top gives strongest force on any atom values of 3.28 1.51 1.99 2.51 2.30 1.96 2.11 10.83 eV/A.